Molecular formula: C26H62BFN4O9PS
Method: DFT, the ωB97M-V functional and the def2-TZVPD basis

Atoms and positions in Å:
C  1.212  1.747  4.406
C  0.280  1.583  3.199
F  0.932  0.827  2.225
C  -0.269  2.917  2.624
N  -0.248  3.039  1.167
B  -1.483  3.730  0.759
O  -2.408  3.075  -0.017
O  -1.798  4.988  1.242
C  0.979  3.492  0.490
C  1.625  2.318  -0.310
C  0.643  1.467  -1.124
C  0.553  -0.020  -0.704
S  -1.116  -0.544  -0.417
O  -1.825  0.393  0.412
O  -1.139  -1.916  -0.009
O  -1.758  -0.491  -1.880
C  0.670  4.639  -0.544
O  0.761  5.803  -0.105
O  0.309  4.269  -1.681
P  2.276  4.245  1.600
O  3.388  4.825  0.525
O  3.068  2.878  2.142
H  0.944  1.019  5.175
H  1.133  2.753  4.817
H  2.237  1.521  4.122
H  -0.569  0.976  3.519
H  0.127  3.783  3.164
H  -1.331  2.893  2.900
H  -2.226  2.126  0.059
H  -2.013  5.592  0.524
H  2.348  2.749  -1.006
H  2.206  1.696  0.379
H  -0.355  1.892  -1.155
H  0.999  1.483  -2.154
H  1.153  -0.279  0.165
H  0.872  -0.663  -1.529
H  -2.338  0.285  -1.923
H  3.753  4.080  0.022
H  3.547  3.168  2.925
C  3.220  7.540  6.790
C  4.376  6.569  6.979
N  4.684  5.815  5.780
C  5.566  4.689  6.015
C  6.996  4.973  6.492
C  4.961  6.606  4.591
C  6.111  7.620  4.655
H  2.342  7.025  6.398
H  2.954  7.988  7.749
H  3.473  8.353  6.109
H  4.098  5.852  7.757
H  5.246  7.124  7.368
H  5.611  4.092  5.099
H  5.082  4.045  6.758
H  7.622  5.369  5.694
H  7.460  4.043  6.832
H  7.017  5.673  7.328
H  4.049  7.141  4.320
H  5.132  5.922  3.756
H  6.086  8.214  5.571
H  6.029  8.312  3.815
H  7.088  7.144  4.582
C  1.430  -7.260  -4.487
C  1.316  -6.378  -3.252
N  0.391  -5.276  -3.423
C  0.483  -4.265  -2.380
C  0.115  -4.659  -0.947
C  -0.956  -5.637  -3.819
C  -1.742  -6.600  -2.918
H  1.671  -6.663  -5.368
H  2.224  -7.994  -4.345
H  0.509  -7.810  -4.685
H  2.301  -5.951  -3.044
H  1.067  -7.012  -2.385
H  -0.134  -3.413  -2.678
H  1.512  -3.890  -2.379
H  -0.959  -4.772  -0.817
H  0.428  -3.868  -0.268
H  0.607  -5.582  -0.633
H  -0.915  -6.070  -4.823
H  -1.529  -4.713  -3.939
H  -1.147  -7.464  -2.616
H  -2.613  -6.978  -3.460
H  -2.114  -6.107  -2.021
C  -4.580  -3.510  -2.785
C  -4.753  -4.344  -4.046
N  -5.947  -5.170  -4.034
C  -5.962  -6.177  -5.079
C  -6.002  -5.708  -6.539
C  -7.195  -4.465  -3.810
C  -7.568  -3.333  -4.778
H  -4.619  -4.139  -1.895
H  -3.611  -3.008  -2.802
H  -5.343  -2.735  -2.695
H  -3.888  -5.007  -4.126
H  -4.712  -3.678  -4.923
H  -6.807  -6.848  -4.897
H  -5.067  -6.795  -4.946
H  -6.983  -5.325  -6.818
H  -5.788  -6.551  -7.200
H  -5.259  -4.937  -6.741
H  -7.170  -4.049  -2.800
H  -8.002  -5.202  -3.789
H  -6.727  -2.668  -4.973
H  -8.367  -2.729  -4.342
H  -7.936  -3.710  -5.732

Force components x, y, z for each atom (eV/Å):
C -0.3 -0.4 0.0
C 0.1 0.2 0.4
F 0.0 0.0 0.0
C -0.3 -0.4 -0.1
N 0.0 0.3 0.8
B -0.3 0.1 -0.4
O -0.1 0.1 0.3
O 0.3 0.0 -0.3
C 1.0 -1.0 -0.9
C 0.0 0.1 0.5
C 0.3 -0.4 -0.3
C 0.0 0.2 -0.7
S 0.3 -0.4 1.0
O -0.2 0.0 -0.3
O 0.1 0.0 -0.4
O 0.0 0.2 0.0
C -0.4 0.5 -0.1
O 0.1 -0.2 0.2
O 0.0 -0.2 0.1
P -0.6 1.6 0.4
O 0.1 -0.8 0.0
O 0.1 -0.2 -0.2
H 0.0 0.1 0.1
H 0.1 0.0 0.1
H 0.0 0.2 -0.1
H -0.1 -0.1 -0.2
H 0.3 0.0 -0.1
H 0.0 0.1 0.1
H 0.1 0.0 -0.2
H -0.1 0.0 0.2
H 0.0 0.1 0.0
H -0.2 -0.1 -0.1
H 0.1 0.3 0.1
H -0.2 0.0 -0.1
H -0.3 0.0 0.2
H 0.0 -0.1 0.1
H 0.1 0.0 -0.1
H 0.0 0.2 -0.1
H 0.0 -0.1 0.0
C 0.0 0.0 0.0
C 0.0 0.1 0.0
N 0.1 -0.1 0.0
C 0.0 -0.2 0.1
C 0.1 -0.1 -0.1
C -0.1 0.2 -0.2
C 0.0 0.0 -0.1
H 0.0 0.0 0.0
H 0.0 0.0 0.0
H 0.0 0.0 0.0
H 0.1 -0.1 0.0
H 0.0 0.0 0.0
H 0.0 0.1 0.0
H 0.0 0.1 0.0
H 0.0 0.1 0.0
H 0.0 0.0 0.0
H 0.0 0.0 0.0
H 0.0 0.0 0.1
H 0.0 -0.1 0.1
H 0.0 0.0 0.0
H 0.0 0.0 0.0
H 0.0 0.0 0.1
C 0.0 0.0 0.0
C 0.0 -0.1 0.0
N 0.0 0.2 0.0
C 0.1 0.2 0.1
C 0.0 0.0 0.0
C -0.2 -0.2 -0.2
C -0.1 0.1 0.0
H 0.0 0.0 0.0
H 0.0 0.0 0.0
H 0.0 0.0 0.0
H 0.0 0.1 0.1
H 0.0 0.0 0.0
H -0.1 0.0 0.0
H 0.0 -0.1 0.0
H 0.0 0.0 0.0
H 0.0 0.0 0.0
H 0.0 0.0 -0.1
H 0.1 0.0 0.0
H 0.1 0.1 0.1
H 0.0 0.0 0.0
H 0.0 0.0 0.0
H 0.1 0.0 0.0
C 0.0 0.0 0.0
C 0.1 0.2 0.1
N 0.0 -0.1 0.0
C 0.1 -0.1 0.0
C -0.1 -0.1 0.0
C -0.1 0.1 0.1
C -0.1 0.0 0.0
H 0.0 0.0 0.0
H 0.0 0.0 0.0
H 0.0 0.0 0.0
H -0.1 -0.1 -0.1
H 0.0 0.0 0.0
H 0.0 0.1 0.0
H 0.0 0.1 0.0
H 0.0 0.1 0.0
H 0.0 0.0 0.0
H 0.0 0.0 0.0
H 0.1 0.0 0.0
H 0.1 -0.1 -0.1
H 0.0 0.0 0.0
H 0.0 0.0 0.0
H 0.1 0.0 0.0

The net charge is -1. The value obtained for the largest force on an atom is 0.0330 hartree/bohr. The spin multiplicity is 1. The value obtained for the total energy is -2788.48082 Eh.


Molecular formula: C26H62Cl24O24P6
Method: DFT, the ωB97M-V functional and the def2-TZVPD basis

Atoms and positions in Å:
C  0.577  -4.018  -0.846
O  1.769  -3.228  -0.647
P  2.734  -2.833  -1.843
O  2.071  -2.436  -3.123
O  3.503  -1.529  -1.210
C  4.204  -1.654  -0.039
O  3.837  -4.072  -1.959
C  5.107  -3.939  -2.555
H  0.947  -5.015  -1.085
H  0.007  -3.648  -1.698
H  0.039  -4.077  0.100
H  3.833  -2.459  0.595
H  4.082  -0.772  0.589
H  5.262  -1.819  -0.246
H  5.313  -2.927  -2.905
H  5.217  -4.717  -3.311
H  5.843  -4.162  -1.782
C  2.928  1.589  -0.597
O  1.542  1.298  -0.242
P  1.326  0.056  0.801
O  2.199  -0.112  2.003
O  1.434  -1.263  -0.183
C  0.438  -1.472  -1.137
O  -0.241  0.212  1.176
C  -0.703  1.261  2.043
H  3.647  0.950  -0.085
H  3.244  2.597  -0.325
H  3.028  1.451  -1.673
H  -0.397  -0.793  -0.966
H  -0.001  -2.426  -0.844
H  0.821  -1.499  -2.157
H  -1.318  0.830  2.834
H  -1.399  1.849  1.445
H  0.115  1.875  2.420
C  -1.801  -3.665  -1.166
O  -0.928  -3.974  -2.332
P  -0.901  -2.929  -3.570
O  0.145  -3.178  -4.613
O  -0.798  -1.499  -2.797
C  -0.484  -0.290  -3.442
O  -2.476  -2.951  -4.124
C  -2.802  -2.190  -5.274
H  -2.401  -2.761  -1.267
H  -1.222  -3.433  -0.272
H  -2.478  -4.500  -0.989
H  0.410  -0.467  -4.040
H  -0.254  0.475  -2.700
H  -1.347  -0.033  -4.056
H  -3.653  -1.525  -5.126
H  -3.184  -2.862  -6.043
H  -1.975  -1.700  -5.787
C  4.255  3.264  -4.696
O  3.584  2.786  -3.573
P  2.400  1.636  -3.828
O  1.562  1.315  -2.689
O  1.675  2.042  -5.248
C  0.681  3.083  -5.211
O  3.296  0.351  -4.341
C  2.689  -0.946  -4.510
H  4.690  4.213  -4.382
H  3.616  3.468  -5.555
H  5.077  2.624  -5.016
H  -0.230  2.679  -5.651
H  0.901  4.004  -5.751
H  0.515  3.360  -4.171
H  2.846  -1.259  -5.542
H  1.602  -0.929  -4.422
H  3.200  -1.764  -4.002
C  -5.522  -2.489  1.474
O  -5.456  -1.472  0.560
P  -4.143  -1.334  -0.354
O  -3.842  -2.524  -1.189
O  -4.520  0.040  -1.196
C  -3.479  0.818  -1.768
O  -2.922  -0.872  0.625
C  -3.209  0.229  1.447
H  -4.613  -3.079  1.589
H  -6.374  -3.092  1.164
H  -5.821  -2.108  2.451
H  -2.452  0.455  -1.724
H  -3.449  1.787  -1.270
H  -3.608  0.989  -2.837
H  -3.945  0.939  1.070
H  -2.298  0.812  1.583
H  -3.457  -0.195  2.420
C  -6.605  -1.755  4.936
O  -5.911  -0.522  4.775
P  -4.358  -0.621  4.331
O  -4.121  -1.453  3.127
O  -3.945  0.962  4.211
C  -2.757  1.404  3.546
O  -3.674  -1.130  5.719
C  -3.616  -0.355  6.867
H  -6.800  -1.933  5.993
H  -6.203  -2.580  4.348
H  -7.604  -1.686  4.505
H  -2.902  2.167  2.781
H  -2.211  0.627  3.011
H  -2.181  1.969  4.278
H  -2.575  -0.084  7.039
H  -4.040  -0.982  7.651
H  -4.331  0.455  6.722
C  3.727  4.330  -1.836
Cl  4.006  5.984  -1.319
Cl  2.080  3.824  -1.299
Cl  5.018  3.245  -1.184
H  3.734  4.374  -2.925
C  0.110  2.479  -1.450
Cl  -0.388  3.738  -2.500
Cl  -1.033  1.104  -1.375
Cl  0.169  3.196  0.157
H  1.084  2.073  -1.724
C  0.559  2.034  4.861
Cl  -0.280  0.483  4.888
Cl  0.110  2.985  3.392
Cl  2.300  1.911  4.963
H  0.200  2.625  5.703
C  2.582  3.970  2.085
Cl  3.957  4.235  0.931
Cl  2.285  2.182  2.261
Cl  1.096  4.693  1.475
H  2.851  4.451  3.025
C  4.827  1.664  1.958
Cl  4.303  0.523  3.287
Cl  6.014  0.793  0.972
Cl  5.626  3.174  2.598
H  3.987  1.925  1.313
C  2.964  -1.705  3.513
Cl  1.893  -2.964  2.819
Cl  4.617  -2.243  3.610
Cl  2.280  -1.304  5.146
H  2.835  -0.810  2.905
C  -2.683  3.812  1.364
Cl  -1.049  4.300  1.921
Cl  -3.879  3.643  2.720
Cl  -2.679  2.307  0.397
H  -3.084  4.596  0.722
C  -0.969  -2.074  2.400
Cl  0.114  -2.545  1.042
Cl  -0.067  -1.177  3.643
Cl  -1.754  -3.349  3.296
H  -1.739  -1.410  2.008

Force components x, y, z for each atom (eV/Å):
C 5.4 -3.8 1.4
O 3.5 -3.2 -1.0
P 0.6 -0.5 0.4
O 0.1 -4.2 4.3
O -0.5 -1.7 -3.2
C 0.8 -0.6 2.0
O -2.4 1.7 0.7
C 0.7 -0.1 0.4
H -0.2 -0.4 -0.2
H 4.1 -0.2 2.5
H 1.5 -1.4 -1.2
H 0.0 -0.3 -0.1
H 0.1 -0.1 -0.4
H 0.1 0.1 0.1
H -0.1 -0.1 -0.4
H -0.1 0.4 -0.3
H 0.1 0.0 0.1
C 1.4 -1.7 1.0
O 3.2 -3.5 2.4
P -1.9 -1.8 -2.5
O -2.7 1.8 -4.6
O 1.4 7.5 3.1
C -1.2 1.7 0.3
O 1.8 -0.6 -1.3
C 2.2 -2.4 -2.0
H -0.4 -0.6 -0.3
H -0.8 -1.7 0.6
H 0.6 -0.1 1.5
H 1.1 -0.5 0.1
H 0.0 2.0 -1.7
H 0.8 0.7 1.9
H 4.9 0.4 -0.9
H 2.2 0.1 1.1
H -0.8 -4.0 -3.0
C -0.7 -0.1 0.1
O -6.9 0.5 -5.5
P -1.3 0.4 -2.2
O -2.3 0.3 1.6
O -3.3 -2.4 -2.4
C 0.8 -0.8 -2.7
O 2.1 0.0 1.0
C -0.6 -0.5 -1.4
H 1.5 -1.0 -1.2
H -0.9 -0.6 -0.8
H 0.3 0.0 -0.4
H -1.1 0.3 -0.2
H 0.5 -1.9 -2.4
H 0.1 0.5 -0.2
H 0.3 0.3 0.7
H 0.1 -0.4 0.0
H 0.2 0.2 0.5
C 1.2 0.8 -1.2
O -3.3 -4.0 -1.0
P 3.6 -1.9 -5.1
O 1.2 -1.7 -3.5
O 1.0 0.0 1.6
C -0.5 0.0 0.3
O -0.9 2.9 1.0
C 1.2 0.6 -3.3
H 0.2 0.1 -0.1
H -0.2 -0.2 0.1
H -0.1 -0.2 0.2
H 0.0 -0.1 0.2
H 0.8 -0.3 -0.3
H 0.1 -0.2 -1.2
H 0.0 0.5 -0.7
H 1.3 -0.1 0.2
H 0.5 2.0 -0.4
C -2.1 -2.4 1.2
O 1.7 2.5 -2.1
P -0.9 1.3 -0.6
O -3.0 2.5 1.3
O 0.0 -1.9 1.2
C -1.2 -0.2 -0.9
O -1.5 -1.4 -2.8
C -0.4 -0.9 1.3
H -0.1 0.0 -0.1
H 0.2 -0.6 -0.2
H 0.1 -0.1 -0.7
H -3.1 -1.9 -0.1
H -0.6 -0.6 -1.1
H -0.6 -0.2 -0.2
H -0.7 -1.5 0.4
H -1.4 -2.4 -1.1
H -0.2 0.5 -2.1
C -1.3 -0.3 -0.2
O 1.2 0.5 -0.8
P -0.1 0.7 1.8
O 0.3 0.1 3.6
O -1.4 -1.4 -0.1
C 0.0 -0.1 2.2
O 0.0 -1.2 -3.7
C -1.0 0.3 0.6
H 0.6 -0.4 0.0
H 0.7 -0.1 0.7
H -0.1 0.7 -0.1
H -0.1 -2.1 0.6
H -3.6 -0.5 3.4
H 0.0 -0.4 0.2
H -0.3 0.3 0.3
H 0.4 0.1 0.4
H 0.5 0.6 0.5
C -0.3 1.0 0.2
Cl 0.2 0.9 -0.4
Cl 3.4 4.8 -2.2
Cl 1.5 0.6 -2.6
H 0.2 0.3 1.4
C -3.0 0.1 2.4
Cl -2.6 0.9 -0.1
Cl 2.4 5.0 2.7
Cl -2.5 -3.2 -5.6
H -2.1 1.2 0.4
C 0.2 1.2 0.9
Cl 0.7 5.7 4.9
Cl 0.2 4.5 10.8
Cl -0.4 0.0 2.0
H 0.2 0.1 -0.3
C 0.8 -0.2 -0.3
Cl -3.3 1.7 2.1
Cl 0.8 3.5 -1.2
Cl 6.7 5.7 2.9
H -0.1 -0.4 0.0
C 2.1 -0.7 1.1
Cl 3.2 3.0 -0.7
Cl 0.5 0.3 0.1
Cl 1.0 -2.2 1.6
H 1.1 -0.2 0.6
C -0.7 -2.7 2.1
Cl 3.1 -0.6 1.3
Cl 0.3 -1.1 0.3
Cl 1.6 -0.5 0.4
H 0.5 -1.7 1.0
C -0.8 0.5 0.0
Cl -8.5 3.3 0.0
Cl -1.4 3.2 -0.9
Cl -1.2 7.6 -1.5
H 0.2 -0.1 0.2
C 0.7 -0.4 0.1
Cl -5.2 0.1 6.7
Cl -1.8 -5.1 -4.6
Cl -0.4 -1.2 -0.3
H 0.6 -0.6 0.1

The value obtained for the largest force on an atom is 0.2276 hartree/bohr. The spin multiplicity is 1. The value obtained for the total energy is -15924.73206 Eh.


no.,Kohn-Sham gap (eV),M (g mol⁻¹)
1,7.1,667.65
2,8.3,1795.47